Record 1
Density functional theory data (wB97M-V/def2-TZVPD) for a 19-piece molecular cluster, C52H155N13O19 overall at a distorted geometry.

Properties
HOMO energy   -8.87 eV
Electronic energy   -114703.26576 eV
Relative energy (zero: lowest compared OMol25 entry of this formula, charge and spin)   33.0 kcal per mole
Molecular weight   1266.88 Da
Gap between HOMO and LUMO   9.27 eV

```
! RIJCOSX wB97M-V def2-TZVPD def2/J DEFGRID3
* xyz 0 1
C -3.637 2.389 5.472
C -3.075 2.515 4.058
C -3.636 3.747 3.362
O -3.371 4.881 4.131
C -4.077 6.044 3.632
N -1.619 2.477 4.050
H -3.187 3.234 6.065
H -3.332 1.477 6.026
H -4.719 2.589 5.471
H -3.422 1.699 3.364
H -4.742 3.447 3.324
H -3.365 3.802 2.259
H -3.685 6.226 2.625
H -3.886 6.945 4.295
H -5.119 5.750 3.619
H -1.158 2.953 3.279
H -1.328 2.834 4.978
C -4.375 -0.010 1.596
C -3.834 -1.365 2.074
C -3.618 -2.358 0.931
O -4.873 -2.589 0.331
C -5.551 -3.751 0.730
N -2.546 -1.297 2.818
H -5.070 -0.141 0.753
H -3.574 0.714 1.377
H -4.966 0.545 2.337
H -4.608 -1.751 2.746
H -3.238 -3.293 1.353
H -2.886 -1.998 0.171
H -5.990 -3.716 1.739
H -4.965 -4.694 0.803
H -6.414 -3.849 0.032
H -2.652 -0.748 3.641
H -1.785 -0.987 2.223
C 0.031 -8.802 -4.821
C -0.452 -7.950 -6.076
C 0.193 -6.566 -6.005
O -0.539 -5.817 -5.023
C 0.196 -4.706 -4.646
N 0.047 -8.610 -7.309
H 1.102 -8.899 -4.814
H -0.459 -9.758 -4.916
H -0.329 -8.337 -3.892
H -1.548 -7.881 -6.032
H 0.016 -5.985 -6.925
H 1.273 -6.718 -5.766
H 1.181 -4.998 -4.153
H -0.381 -4.195 -3.865
H 0.294 -4.001 -5.497
H -0.256 -8.090 -8.131
H -0.388 -9.510 -7.270
C -3.273 4.140 -3.238
C -2.914 4.312 -1.765
C -3.056 5.760 -1.098
O -2.314 6.673 -1.854
C -2.455 8.011 -1.409
N -3.757 3.321 -1.015
H -2.716 4.904 -3.828
H -4.383 4.252 -3.410
H -2.916 3.168 -3.636
H -1.864 4.054 -1.719
H -2.739 5.730 -0.010
H -4.169 6.072 -1.222
H -2.015 8.104 -0.441
H -3.569 8.245 -1.323
H -2.025 8.587 -2.226
H -3.809 2.410 -1.493
H -3.427 3.136 -0.070
C 4.695 6.354 2.452
C 3.774 5.129 2.033
C 2.366 5.707 2.000
O 1.444 4.685 1.621
C 0.224 5.410 1.214
N 4.148 4.544 0.782
H 4.207 6.941 3.265
H 5.024 6.962 1.640
H 5.565 5.935 2.920
H 3.800 4.345 2.780
H 2.291 6.610 1.353
H 2.084 6.120 2.980
H 0.344 5.883 0.250
H -0.048 6.131 1.971
H -0.655 4.741 1.305
H 3.792 3.597 0.843
H 3.697 5.006 0.006
C -3.221 -7.653 -0.412
C -2.540 -6.650 -1.321
C -3.398 -6.366 -2.555
O -4.572 -5.751 -2.134
C -5.441 -5.341 -3.138
N -2.287 -5.364 -0.652
H -3.249 -8.630 -0.935
H -4.227 -7.284 -0.253
H -2.578 -7.870 0.438
H -1.580 -7.097 -1.608
H -3.775 -7.203 -3.112
H -2.760 -5.669 -3.163
H -5.006 -4.653 -3.855
H -6.277 -4.886 -2.599
H -5.762 -6.235 -3.638
H -3.144 -4.843 -0.663
H -1.623 -4.834 -1.193
C -0.495 1.179 0.318
C 0.662 0.612 1.154
C 1.142 -0.777 0.624
O -0.011 -1.510 0.400
C -0.028 -2.364 -0.737
N 1.809 1.506 1.088
H -1.317 0.485 0.384
H -0.134 1.444 -0.686
H -0.769 2.121 0.831
H 0.453 0.446 2.188
H 1.955 -1.216 1.203
H 1.677 -0.674 -0.380
H 0.277 -3.395 -0.380
H 0.762 -2.083 -1.478
H -0.997 -2.262 -1.250
H 1.633 2.334 1.632
H 2.587 0.979 1.470
C -2.839 -0.214 -2.525
C -3.117 -1.528 -3.272
C -1.873 -1.853 -4.162
O -1.529 -0.794 -5.036
C -0.436 -1.039 -5.854
N -3.393 -2.573 -2.281
H -2.666 0.674 -3.170
H -1.984 -0.345 -1.857
H -3.744 -0.004 -1.883
H -3.955 -1.495 -3.986
H -2.104 -2.755 -4.850
H -0.977 -2.139 -3.615
H 0.444 -1.358 -5.323
H -0.239 -0.083 -6.351
H -0.660 -1.748 -6.608
H -4.142 -2.256 -1.710
H -3.543 -3.508 -2.622
C 6.197 -1.706 3.371
C 4.860 -1.306 3.993
C 3.977 -0.709 2.901
O 4.537 0.456 2.191
C 4.684 1.645 3.060
N 4.175 -2.381 4.644
H 6.961 -2.101 4.025
H 6.660 -0.823 2.822
H 5.905 -2.465 2.600
H 5.064 -0.438 4.638
H 3.034 -0.367 3.403
H 3.705 -1.458 2.164
H 3.778 2.240 2.938
H 5.649 2.133 2.745
H 4.789 1.420 4.112
H 4.523 -2.652 5.595
H 4.031 -3.202 4.059
C 0.876 7.025 -3.979
C 0.386 5.976 -4.993
C 0.147 4.659 -4.217
O -0.508 3.715 -5.024
C -0.612 2.438 -4.383
N -0.770 6.448 -5.795
H 0.017 7.526 -3.481
H 1.360 7.875 -4.501
H 1.500 6.595 -3.182
H 1.290 5.825 -5.616
H -0.457 4.860 -3.301
H 1.199 4.282 -3.918
H 0.348 2.003 -4.156
H -1.281 1.858 -5.050
H -1.041 2.481 -3.386
H -1.137 5.660 -6.268
H -1.474 6.774 -5.129
C 2.754 3.614 5.574
C 1.970 3.591 6.917
C 1.019 4.845 6.901
O 0.293 4.804 5.715
C -0.674 5.852 5.644
N 1.334 2.273 7.083
H 3.528 2.814 5.488
H 3.263 4.511 5.350
H 1.974 3.387 4.844
H 2.587 3.779 7.798
H 1.635 5.698 6.954
H 0.376 4.796 7.753
H -0.900 6.152 4.607
H -0.438 6.788 6.055
H -1.589 5.425 6.073
H 0.728 2.029 6.299
H 0.758 2.184 7.880
C 4.896 -3.515 -1.356
C 4.655 -3.597 0.174
C 3.223 -4.028 0.493
O 3.008 -3.810 1.870
C 1.744 -4.139 2.312
N 5.736 -4.480 0.803
H 4.157 -2.832 -1.791
H 4.885 -4.561 -1.822
H 5.895 -3.145 -1.543
H 4.949 -2.655 0.598
H 3.147 -5.105 0.227
H 2.462 -3.494 -0.143
H 1.441 -5.182 2.087
H 0.931 -3.508 1.916
H 1.851 -4.061 3.383
H 5.785 -5.292 0.193
H 5.461 -4.771 1.735
C 3.421 -1.303 -4.525
C 3.310 0.190 -4.062
C 4.433 0.679 -3.211
O 4.361 -0.012 -1.955
C 5.172 0.505 -0.930
N 3.257 1.110 -5.136
H 4.448 -1.467 -4.716
H 2.985 -1.422 -5.550
H 2.949 -1.957 -3.740
H 2.412 0.289 -3.380
H 4.318 1.789 -3.027
H 5.383 0.455 -3.807
H 6.230 0.281 -0.985
H 4.849 0.058 0.006
H 5.037 1.651 -0.899
H 2.753 1.996 -4.967
H 2.803 0.638 -5.932
O -1.110 -6.050 1.682
H -1.746 -5.700 1.057
H -1.554 -5.930 2.565
O -2.538 -1.849 6.377
H -2.837 -2.655 6.860
H -1.676 -1.622 6.665
O 0.950 -6.168 -0.631
H 0.386 -5.945 0.172
H 0.709 -7.068 -0.866
O -0.661 0.367 5.603
H 0.012 -0.068 5.097
H -1.138 0.845 4.896
O 2.074 2.767 -1.565
H 2.021 2.114 -0.801
H 2.932 3.179 -1.452
O -2.290 -4.275 3.643
H -2.403 -3.388 3.299
H -2.506 -4.028 4.591
*
```

Record 2
Density functional theory data (wB97M-V/def2-TZVPD) for a 3-piece molecular cluster, C3H12N2O2 overall at a distorted geometry.

Properties
HOMO energy   -9.10 eV
Electronic energy   -10379.28210 eV
Relative energy (zero: lowest compared OMol25 entry of this formula, charge and spin)   52.3 kcal per mole
Molecular weight   108.14 Da
Gap between HOMO and LUMO   9.74 eV

```
! RIJCOSX wB97M-V def2-TZVPD def2/J DEFGRID3
* xyz 0 1
C -1.153 -0.069 0.430
C -0.420 1.203 0.705
N -0.485 -1.086 -0.135
N -2.488 -0.056 0.545
O -0.184 -1.227 2.232
H 0.416 -1.184 2.983
H -1.096 -1.831 -0.460
H 0.018 -1.473 0.936
H -2.926 0.682 1.071
H -2.997 -0.925 0.498
H 0.639 0.998 0.813
H -0.564 1.878 -0.147
H -0.776 1.670 1.619
C 2.347 0.331 -1.884
O 0.964 0.356 -2.174
H 0.515 -0.274 -1.580
H 2.781 -0.669 -2.013
H 2.843 1.009 -2.579
H 2.565 0.669 -0.862
*
```

Record 3
Density functional theory data (wB97M-V/def2-TZVPD) for C5H9NO4 as an isolated structure at a distorted geometry.

Properties
HOMO energy   -9.96 eV
Electronic energy   -15009.43528 eV
Relative energy (zero: lowest compared OMol25 entry of this formula, charge and spin)   64.8 kcal per mole
Molecular weight   147.13 Da
Gap between HOMO and LUMO   10.50 eV

```
! RIJCOSX wB97M-V def2-TZVPD def2/J DEFGRID3
* xyz 0 1
C 2.256 1.997 0.407
C 1.760 0.640 0.841
O 0.737 0.219 -0.084
C 0.152 -0.932 0.124
O 0.406 -1.697 1.027
C -0.887 -1.289 -0.942
O -1.341 -2.585 -0.725
C -2.083 -0.337 -0.948
N -2.996 -0.347 -0.023
H 2.672 1.959 -0.609
H 1.448 2.740 0.436
H 3.049 2.322 1.094
H 2.561 -0.111 0.831
H 1.322 0.669 1.847
H -0.410 -1.179 -1.929
H -0.899 -2.928 0.066
O -1.895 0.911 -1.292
H -3.147 -1.289 0.331
H -2.708 1.236 -0.452
*
```

Record 4
Density functional theory data (wB97M-V/def2-TZVPD) for one molecule with the formula C6H13N at a distorted geometry.

Properties
HOMO energy (spin up / spin down)   -6.74 / -6.92 eV
Electronic energy   -7919.32502 eV
Relative energy (zero: lowest compared OMol25 entry of this formula, charge and spin)   80.9 kcal per mole
Molecular weight   99.18 Da
Gap between HOMO and LUMO (spin up / spin down)   7.63 / 7.78 eV

```
! RIJCOSX wB97M-V def2-TZVPD def2/J DEFGRID3
* xyz 0 1
C -1.236 -1.289 -2.303
C -1.130 -0.627 -0.924
C 0.093 0.276 -0.877
N 0.414 0.972 0.381
C 0.920 2.223 0.263
C 0.836 0.446 1.541
C 0.406 -0.548 2.557
H -0.338 -1.875 -2.534
H -1.356 -0.545 -3.101
H -2.094 -1.967 -2.351
H -2.037 -0.049 -0.714
H -1.048 -1.398 -0.150
H -0.005 1.070 -1.627
H 0.987 -0.313 -1.113
H 1.013 2.795 1.174
H 1.633 2.370 -0.543
H 1.812 0.884 1.753
H 1.244 -0.480 3.258
H -0.503 -0.374 3.143
H 0.388 -1.570 2.165
*
```

Record 5
Density functional theory data (wB97M-V/def2-TZVPD) for C22H17BaN6OS2 as an isolated structure at a distorted geometry.

Properties
HOMO energy   -3.89 eV
Electronic energy   -56444.97080 eV
Relative energy (zero: lowest compared OMol25 entry of this formula, charge and spin)   21.1 kcal per mole
Molecular weight   582.88 Da
Gap between HOMO and LUMO   5.75 eV

```
! RIJCOSX wB97M-V def2-TZVPD def2/J DEFGRID3
* xyz -1 1
Ba -0.548 0.996 -0.528
C -2.943 0.719 3.638
C -2.592 -0.492 4.225
C -1.815 -1.374 3.504
C -1.400 -1.030 2.208
N -1.712 0.155 1.677
C -2.464 0.988 2.367
C -0.659 -1.966 1.364
C -0.761 -3.345 1.591
C -0.095 -4.213 0.753
C 0.627 -3.693 -0.309
C 0.638 -2.311 -0.497
N 0.035 -1.471 0.338
C 1.351 -1.752 -1.659
C 1.338 -2.428 -2.882
C 2.040 -1.897 -3.948
C 2.758 -0.727 -3.755
C 2.690 -0.120 -2.511
N 2.001 -0.604 -1.492
H -3.570 1.433 4.148
H -2.928 -0.745 5.222
H -1.517 -2.311 3.949
H -2.706 1.915 1.866
H -1.376 -3.727 2.391
H -0.151 -5.280 0.909
H 1.158 -4.344 -0.985
H 0.743 -3.319 -3.009
H 2.017 -2.373 -4.917
H 3.324 -0.284 -4.560
H 3.219 0.806 -2.317
S -0.595 0.499 -3.581
C -1.397 -0.993 -3.348
S -2.063 -1.420 -1.836
C -1.495 -1.903 -4.405
C -0.981 -1.641 -5.673
N -0.545 -1.481 -6.731
C -2.079 -3.159 -4.242
N -2.523 -4.221 -4.149
N 0.067 4.647 -0.815
C -0.470 3.798 0.105
O -1.418 3.073 -0.194
C 0.185 3.765 1.431
C 1.126 2.578 1.147
H -0.166 4.455 -1.779
H 1.000 4.985 -0.649
H -0.535 3.500 2.205
H 0.677 4.714 1.686
H 1.357 2.084 2.093
H 2.068 2.978 0.757
*
```

Question: Look up the relative energy (zero: lowest compared OMol25 entry of this formula, charge and spin) of the third one.
Answer: 64.8 kcal per mole